Entry from the OMol25 dataset: a 11-piece molecular cluster, C44H121N11O11 overall (ωB97M-V/def2-TZVPD).

Last columns: bonded neighbours and bond lengths (Å).
Atoms and positions in Å:
1 C -4.9952 -12.2536 -5.8553  C2 1.536, H7 1.092, H8 1.089, H9 1.099
2 C -6.2763 -11.8893 -6.6204  C1 1.536, C3 1.532, N6 1.459, H10 1.092
3 C -7.0700 -13.1438 -7.0001  C2 1.532, O4 1.415, H11 1.096, H12 1.098
4 O -6.2483 -14.1423 -7.5749  C3 1.415, C5 1.421
5 C -6.9434 -15.3564 -7.8226  O4 1.421, H13 1.094, H14 1.094, H15 1.090
6 N -7.1588 -11.0349 -5.8322  C2 1.459, H16 1.018, H17 1.019
7 H -5.1316 -13.0741 -5.1485  C1 1.092
8 H -4.5092 -11.3751 -5.4322  C1 1.089
9 H -4.2606 -12.6476 -6.5717  C1 1.099
10 H -5.9157 -11.4358 -7.5463  C2 1.092
11 H -7.8477 -12.8782 -7.7246  C3 1.096
12 H -7.5438 -13.5174 -6.0833  C3 1.098
13 H -7.4635 -15.7492 -6.9436  C5 1.094
14 H -6.1205 -16.0594 -7.9786  C5 1.094
15 H -7.5653 -15.2776 -8.7143  C5 1.090
16 H -7.4192 -11.5160 -4.9734  N6 1.018
17 H -6.6454 -10.1990 -5.5574  N6 1.019
18 C -3.8882 -21.2361 -11.7765  C19 1.519, H24 1.093, H25 1.092, H26 1.092
19 C -4.3310 -19.9052 -11.1936  C18 1.519, C20 1.528, N23 1.451, H27 1.096
20 C -4.6111 -20.0975 -9.7036  C19 1.528, O21 1.418, H28 1.099, H29 1.093
21 O -5.0784 -18.8813 -9.1428  C20 1.418, C22 1.423
22 C -5.3241 -19.0338 -7.7493  O21 1.423, H30 1.092, H31 1.102, H32 1.086
23 N -3.3742 -18.8577 -11.4984  C19 1.451, H33 1.014, H34 1.016
24 H -4.7432 -21.9098 -11.8698  C18 1.093
25 H -3.0800 -21.7220 -11.2256  C18 1.092
26 H -3.5328 -21.1206 -12.8021  C18 1.092
27 H -5.2673 -19.6502 -11.7023  C19 1.096
28 H -3.6082 -20.2995 -9.3032  C20 1.099
29 H -5.2726 -20.9585 -9.5818  C20 1.093
30 H -4.4181 -19.2376 -7.1754  C22 1.092
31 H -5.8929 -19.9694 -7.6213  C22 1.102
32 H -6.0162 -18.2858 -7.3732  C22 1.086
33 H -2.4426 -18.9783 -11.1176  N23 1.014
34 H -3.7151 -18.0034 -11.0661  N23 1.016
35 C -10.2390 -6.9542 -1.9623  C36 1.504, H41 1.087, H42 1.099, H43 1.093
36 C -9.1030 -6.9021 -2.9461  C35 1.504, C37 1.532, N40 1.496, H44 1.094
37 C -7.8956 -6.1178 -2.4228  C36 1.532, O38 1.415, H45 1.100, H46 1.096
38 O -6.7616 -6.3499 -3.2363  C37 1.415, C39 1.418
39 C -5.7802 -5.3338 -3.1090  O38 1.418, H47 1.095, H48 1.093, H49 1.090
40 N -8.7432 -8.3136 -3.2890  C36 1.496, H50 1.023, H51 1.020
41 H -11.0309 -7.5945 -2.3414  C35 1.087
42 H -10.6748 -5.9497 -1.8665  C35 1.099
43 H -9.9474 -7.1270 -0.9229  C35 1.093
44 H -9.4916 -6.4001 -3.8365  C36 1.094
45 H -7.6707 -6.4335 -1.3934  C37 1.100
46 H -8.1375 -5.0535 -2.3210  C37 1.096
47 H -4.8412 -5.6948 -3.5413  C39 1.095
48 H -5.5089 -5.2013 -2.0581  C39 1.093
49 H -6.0794 -4.4650 -3.6957  C39 1.090
50 H -8.6188 -8.7586 -2.3765  N40 1.023
51 H -7.7806 -8.2868 -3.6257  N40 1.020
52 C -9.3059 -9.6083 -9.0245  C53 1.525, H58 1.090, H59 1.094, H60 1.089
53 C -10.2975 -9.5688 -7.8667  C52 1.525, C54 1.527, N57 1.468, H61 1.099
54 C -11.7525 -9.6805 -8.3152  C53 1.527, O55 1.419, H62 1.096, H63 1.095
55 O -12.0634 -8.5660 -9.1365  C54 1.419, C56 1.400
56 C -13.4399 -8.5049 -9.3868  O55 1.400, H64 1.089, H65 1.104, H66 1.093
57 N -10.0212 -10.6477 -6.9110  C53 1.468, H67 1.017, H68 1.020
58 H -9.4414 -8.7264 -9.6513  C52 1.090
59 H -9.5956 -10.4640 -9.6420  C52 1.094
60 H -8.2697 -9.6655 -8.6943  C52 1.089
61 H -10.1113 -8.6677 -7.2660  C53 1.099
62 H -12.4031 -9.6913 -7.4332  C54 1.096
63 H -11.9242 -10.5996 -8.8852  C54 1.095
64 H -13.7165 -7.6349 -9.9809  C56 1.089
65 H -13.9942 -8.3021 -8.4543  C56 1.104
66 H -13.8648 -9.4372 -9.7688  C56 1.093
67 H -10.5202 -10.4340 -6.0508  N57 1.017
68 H -9.0583 -10.7557 -6.5923  N57 1.020
69 C -6.1793 -16.6700 -11.3293  C70 1.529, H75 1.089, H76 1.094, H77 1.088
70 C -6.3219 -15.4166 -12.1941  C69 1.529, C71 1.538, N74 1.484, H78 1.096
71 C -7.1912 -14.3493 -11.5070  C70 1.538, O72 1.394, H79 1.098, H80 1.100
72 O -7.3793 -13.2776 -12.3785  C71 1.394, C73 1.408
73 C -7.9992 -12.1690 -11.7704  O72 1.408, H81 1.090, H82 1.092, H83 1.096
74 N -4.9479 -14.9035 -12.4225  C70 1.484, H84 1.016, H85 1.022
75 H -5.6121 -17.4534 -11.8302  C69 1.089
76 H -7.1747 -17.0488 -11.0811  C69 1.094
77 H -5.6396 -16.4554 -10.4089  C69 1.088
78 H -6.8262 -15.6542 -13.1379  C70 1.096
79 H -6.6622 -13.9957 -10.6116  C71 1.098
80 H -8.1375 -14.8300 -11.2178  C71 1.100
81 H -8.9068 -12.4714 -11.2470  C73 1.090
82 H -8.1961 -11.4081 -12.5282  C73 1.092
83 H -7.3546 -11.5837 -11.1041  C73 1.096
84 H -4.4787 -15.4792 -13.1155  N74 1.016
85 H -5.0806 -14.0043 -12.8905  N74 1.022
86 C -5.6183 -13.4101 -1.9015  C87 1.519, H92 1.096, H93 1.095, H94 1.087
87 C -6.0485 -11.9762 -2.1596  C86 1.519, C88 1.502, N91 1.465, H95 1.098
88 C -7.5326 -11.7909 -2.2987  C87 1.502, O89 1.414, H96 1.101, H97 1.095
89 O -8.0886 -12.6589 -3.2666  C88 1.414, C90 1.404
90 C -9.4272 -12.3736 -3.5786  O89 1.404, H98 1.099, H99 1.095, H100 1.092
91 N -5.4866 -11.0083 -1.2144  C87 1.465, H101 1.016, H102 1.012
92 H -6.0844 -13.7203 -0.9598  C86 1.096
93 H -4.5324 -13.4474 -1.7631  C86 1.095
94 H -5.7847 -14.1346 -2.6944  C86 1.087
95 H -5.5606 -11.7547 -3.1174  C87 1.098
96 H -7.6831 -10.7595 -2.6518  C88 1.101
97 H -8.0461 -11.8735 -1.3348  C88 1.095
98 H -9.4432 -11.3814 -4.0515  C90 1.099
99 H -10.1419 -12.4359 -2.7520  C90 1.095
100 H -9.7967 -13.0600 -4.3435  C90 1.092
101 H -5.3534 -10.1624 -1.7607  N91 1.016
102 H -4.5571 -11.2290 -0.8812  N91 1.012
103 C -0.8780 -15.8686 -7.7781  C104 1.537, H109 1.097, H110 1.094, H111 1.087
104 C -2.1138 -16.6910 -7.3775  C103 1.537, C105 1.520, N108 1.465, H112 1.092
105 C -3.0807 -15.9702 -6.4517  C104 1.520, O106 1.416, H113 1.098, H114 1.109
106 O -3.6920 -16.9617 -5.6460  C105 1.416, C107 1.398
107 C -4.5406 -16.4323 -4.6693  O106 1.398, H115 1.097, H116 1.097, H117 1.091
108 N -2.7186 -17.0648 -8.6580  C104 1.465, H118 1.019, H119 1.024
109 H -0.3309 -15.4517 -6.9230  C103 1.097
110 H -1.0994 -14.9465 -8.3237  C103 1.094
111 H -0.2251 -16.4928 -8.3826  C103 1.087
112 H -1.7525 -17.5573 -6.8192  C104 1.092
113 H -3.7856 -15.2668 -6.9135  C105 1.098
114 H -2.5672 -15.2635 -5.7683  C105 1.109
115 H -5.4515 -15.9384 -5.0303  C107 1.097
116 H -3.9726 -15.7066 -4.0740  C107 1.097
117 H -4.8991 -17.1892 -3.9707  C107 1.091
118 H -3.5989 -17.5237 -8.4261  N108 1.019
119 H -2.9648 -16.2232 -9.1867  N108 1.024
120 C -4.9016 -8.4072 -7.3102  C121 1.526, H126 1.090, H127 1.092, H128 1.093
121 C -5.5847 -7.6280 -6.1900  C120 1.526, C122 1.514, N125 1.495, H129 1.097
122 C -6.9758 -7.1607 -6.5609  C121 1.514, O123 1.414, H130 1.097, H131 1.098
123 O -6.8841 -6.1632 -7.5595  C122 1.414, C124 1.422
124 C -8.1117 -6.0895 -8.2732  O123 1.422, H132 1.093, H133 1.092, H134 1.089
125 N -5.5992 -8.4333 -4.9305  C121 1.495, H135 1.017, H136 1.028
126 H -4.0038 -8.9244 -6.9715  C120 1.090
127 H -4.5910 -7.7175 -8.0981  C120 1.092
128 H -5.5805 -9.1149 -7.7936  C120 1.093
129 H -4.9278 -6.7692 -6.0019  C121 1.097
130 H -7.4947 -6.7446 -5.6889  C122 1.097
131 H -7.5680 -8.0346 -6.8631  C122 1.098
132 H -8.2291 -6.9471 -8.9400  C124 1.093
133 H -8.0145 -5.2702 -8.9888  C124 1.092
134 H -8.9609 -5.9286 -7.6109  C124 1.089
135 H -4.6485 -8.6447 -4.6368  N125 1.017
136 H -5.8659 -7.7070 -4.2529  N125 1.028
137 C -9.1199 -18.4704 -8.6009  C138 1.530, H143 1.097, H144 1.092, H145 1.088
138 C -9.3007 -19.7678 -9.3911  C137 1.530, C139 1.516, N142 1.482, H146 1.091
139 C -8.1380 -20.7289 -9.2381  C138 1.516, O140 1.418, H147 1.098, H148 1.095
140 O -8.3513 -21.8158 -10.1240  C139 1.418, C141 1.412
141 C -7.4331 -22.8792 -9.9835  O140 1.412, H149 1.094, H150 1.091, H151 1.091
142 N -10.5909 -20.3530 -8.9544  C138 1.482, H152 1.019, H153 1.019
143 H -8.2276 -17.9376 -8.9519  C137 1.097
144 H -8.9708 -18.6469 -7.5336  C137 1.092
145 H -9.9567 -17.7957 -8.7668  C137 1.088
146 H -9.4243 -19.5194 -10.4460  C138 1.091
147 H -8.0305 -21.1188 -8.2175  C139 1.098
148 H -7.1962 -20.2061 -9.4331  C139 1.095
149 H -7.1572 -23.0702 -8.9426  C141 1.094
150 H -6.5671 -22.7169 -10.6271  C141 1.091
151 H -7.9459 -23.7835 -10.3150  C141 1.091
152 H -10.4384 -20.8683 -8.0890  N142 1.019
153 H -10.7898 -21.0999 -9.6192  N142 1.019
154 C -11.0078 -13.9754 -8.8156  C155 1.528, H160 1.097, H161 1.095, H162 1.087
155 C -11.8965 -14.3127 -7.6192  C154 1.528, C156 1.534, N159 1.472, H163 1.092
156 C -11.1102 -15.0643 -6.5383  C155 1.534, O157 1.411, H164 1.099, H165 1.097
157 O -12.0722 -15.4188 -5.5688  C156 1.411, C158 1.405
158 C -11.5765 -15.9390 -4.3613  O157 1.405, H166 1.097, H167 1.100, H168 1.085
159 N -12.5757 -13.0809 -7.1855  C155 1.472, H169 1.021, H170 1.019
160 H -10.6854 -14.8841 -9.3389  C154 1.097
161 H -10.0515 -13.5646 -8.4764  C154 1.095
162 H -11.4689 -13.3412 -9.5680  C154 1.087
163 H -12.6528 -15.0414 -7.9178  C155 1.092
164 H -10.3507 -14.4370 -6.0499  C156 1.099
165 H -10.6330 -15.9515 -6.9730  C156 1.097
166 H -11.0848 -15.1623 -3.7622  C158 1.097
167 H -10.7626 -16.6461 -4.5782  C158 1.100
168 H -12.3683 -16.4523 -3.8266  C158 1.085
169 H -11.8194 -12.4542 -6.9078  N159 1.021
170 H -13.0340 -13.2617 -6.2930  N159 1.019
171 C -2.2200 -13.2330 -10.8179  C172 1.523, H177 1.091, H178 1.088, H179 1.094
172 C -3.2036 -13.0671 -9.6670  C171 1.523, C173 1.528, N176 1.483, H180 1.091
173 C -4.2469 -11.9977 -9.9858  C172 1.528, O174 1.421, H181 1.099, H182 1.096
174 O -3.5750 -10.7456 -10.0121  C173 1.421, C175 1.410
175 C -4.2241 -9.7711 -10.7978  O174 1.410, H183 1.097, H184 1.087, H185 1.098
176 N -3.8932 -14.3724 -9.5286  C172 1.483, H186 1.037, H187 1.021
177 H -1.5752 -12.3716 -10.9958  C171 1.091
178 H -2.7043 -13.5105 -11.7515  C171 1.088
179 H -1.5377 -14.0505 -10.5672  C171 1.094
180 H -2.6896 -12.8089 -8.7399  C172 1.091
181 H -5.0557 -12.0599 -9.2442  C173 1.099
182 H -4.7485 -12.1891 -10.9410  C173 1.096
183 H -4.4421 -10.1571 -11.8010  C175 1.097
184 H -3.5811 -8.8961 -10.8379  C175 1.087
185 H -5.1995 -9.5010 -10.3720  C175 1.098
186 H -4.3022 -14.6331 -10.4449  N176 1.037
187 H -4.7146 -14.2906 -8.9282  N176 1.021

Values from the calculation:
- HOMO energy: -8.28 eV
- Energy above the lowest of the compared OMol25 structures with the same formula, charge and spin: 0.415 eV
- Max |F|: 2.35 eV/Å
- SMILES: COC[C@H](C)N.COC[C@H](C)N.COC[C@H](C)N.COC[C@H](C)N.COC[C@H](C)N.COC[C@H](C)N.COC[C@H](C)N.COC[C@H](C)N.COC[C@H](C)N.COC[C@H](C)N.COC[C@H](C)N